{"formula": "C20H41NO12P2S2", "method": "wB97M-V/def2-TZVPD", "homo_energy_ev": -7.468, "lumo_ha": 0.0142, "orbital_gap_ev": 7.9, "largest_force_ha_per_bohr": 0.0618, "total_charge": 0, "symbols": ["C", "C", "P", "C", "C", "C", "N", "C", "C", "C", "C", "C", "C", "C", "O", "O", "O", "C", "O", "C", "O", "P", "O", "H", "H", "H", "H", "H", "H", "H", "H", "H", "H", "H", "H", "H", "H", "H", "H", "H", "H", "H", "H", "H", "H", "H", "H", "H", "C", "C", "O", "S", "C", "O", "O", "H", "H", "H", "H", "H", "H", "H", "H", "C", "C", "O", "S", "C", "O", "O", "H", "H", "H", "H", "H", "H", "H", "H"], "xyz": [[3.36060, -0.36055, -1.81496], [2.13099, -0.01516, -2.69995], [0.66460, 0.05248, -1.57088], [-0.10932, -1.61875, -1.32080], [0.81547, -2.77996, -1.81526], [-0.58677, 1.36428, -2.11899], [-0.00591, 2.14457, -3.24306], [-0.32627, 1.77600, -4.42398], [-0.62639, 2.86334, -5.42704], [-0.38583, 0.36682, -4.94993], [-0.61792, 2.41325, -0.97789], [0.68305, 3.06922, -0.52548], [0.71471, 3.42174, 0.99498], [0.86071, 2.27032, 1.96669], [1.10701, 2.54038, 3.08213], [0.71155, 0.97229, 1.63319], [-1.44428, 1.78397, 0.03433], [-2.29770, 0.94542, -0.58511], [-3.08016, 0.31992, 0.00664], [-2.06153, 1.01165, -2.13083], [-2.48397, -0.09038, -2.86196], [-3.27679, 2.38306, -2.69662], [-3.69286, 2.11061, -4.08796], [3.08613, -0.96222, -0.95022], [3.71660, 0.59191, -1.41208], [4.18374, -0.77466, -2.39620], [2.33251, 0.96631, -3.12683], [2.03197, -0.70400, -3.54392], [-0.20874, -1.77237, -0.24785], [-1.06697, -1.76057, -1.82045], [1.29384, -2.55752, -2.76658], [1.50704, -3.11612, -1.04658], [0.13979, -3.61570, -2.01753], [-0.30111, 3.82587, -5.04180], [-1.67259, 2.84011, -5.72654], [-0.00954, 2.66785, -6.31758], [-1.25541, 0.30536, -5.61418], [-0.53283, -0.39638, -4.19074], [0.47237, 0.13393, -5.58096], [-1.23383, 3.27708, -1.25420], [1.58618, 2.54175, -0.83234], [0.71548, 4.03776, -1.02589], [1.51837, 4.13351, 1.14638], [-0.24112, 3.91178, 1.19584], [0.03386, 0.60013, 2.21415], [-3.42003, -0.22977, -2.64921], [-4.41910, 2.17949, -1.87551], [-2.73434, 3.67088, -2.50701], [4.22838, -8.52818, 0.23032], [2.87977, -7.84074, 0.13856], [2.59826, -7.02722, 1.29233], [3.36845, -5.63817, 1.43773], [2.40756, -4.98835, 2.76363], [3.14115, -4.85807, 0.25968], [4.69353, -5.88334, 1.91209], [5.04337, -7.80572, 0.20623], [4.36188, -9.21505, -0.60603], [4.31355, -9.08300, 1.16501], [2.80120, -7.24010, -0.76981], [2.09075, -8.59010, 0.09913], [1.38978, -4.82697, 2.41833], [2.86209, -4.04493, 3.05930], [2.43410, -5.69094, 3.59261], [-2.06547, 2.52019, 3.33264], [-2.66970, 2.17743, 4.67982], [-2.63651, 3.29029, 5.59228], [-3.66724, 4.48295, 5.35822], [-3.39548, 5.31205, 6.88874], [-4.99451, 3.95016, 5.33404], [-3.18973, 5.31369, 4.29676], [-2.66478, 3.26620, 2.81062], [-2.01115, 1.63341, 2.69872], [-1.07027, 2.93465, 3.45895], [-3.69242, 1.80964, 4.57532], [-2.08890, 1.38434, 5.14882], [-3.72849, 4.67294, 7.70197], [-3.97732, 6.23111, 6.86582], [-2.33706, 5.54290, 6.97876]], "forces_ev_per_angstrom": [[-0.388, 0.788, -0.097], [0.023, -0.532, -0.353], [0.380, 0.255, 1.606], [0.809, -0.706, -0.939], [-1.076, 0.020, 0.052], [2.269, 0.371, -0.754], [-2.579, 0.371, 0.245], [0.379, 0.263, -0.382], [1.858, -0.455, -0.644], [-1.401, -0.095, -0.153], [-0.411, 0.490, -0.030], [0.150, 0.138, 0.876], [-0.318, -1.143, -2.123], [0.039, 0.250, -0.880], [0.633, 0.847, 2.999], [-0.606, -0.121, -1.340], [0.384, -0.058, 0.066], [2.180, 1.248, -1.331], [-2.322, -1.840, 1.120], [-0.542, 0.701, 1.093], [0.041, -0.170, 0.511], [-0.154, -0.577, -1.095], [0.098, 0.209, -0.504], [0.223, -0.330, -0.192], [0.064, -0.129, 0.158], [-0.128, -0.294, 0.065], [-0.448, 0.096, -0.018], [-0.018, -0.015, 0.072], [-0.349, 0.319, 0.017], [-0.051, 0.360, 0.155], [0.269, 0.007, 0.161], [0.309, 0.179, -0.212], [0.201, -0.141, 0.055], [-0.349, 0.077, 0.151], [-0.075, -0.031, 0.252], [-0.334, 0.105, -0.138], [0.048, -0.101, 0.030], [0.282, 0.056, 0.059], [0.234, 0.255, 0.183], [0.128, -0.207, -0.492], [-0.171, -0.297, 0.112], [0.031, -0.110, -0.192], [0.026, -0.015, 0.363], [0.101, 0.013, 0.460], [0.363, -0.091, 0.199], [0.122, -0.250, -0.166], [0.571, 0.368, 0.511], [-0.176, -0.153, 0.404], [0.189, 0.181, 0.125], [0.275, -0.421, -0.537], [-0.066, 0.189, 0.149], [-0.461, -0.192, 0.403], [-0.101, -0.024, 0.031], [0.206, -0.003, -0.153], [0.153, 0.114, -0.188], [-0.019, -0.008, -0.026], [-0.109, -0.012, 0.004], [-0.048, -0.050, -0.041], [0.004, 0.145, 0.118], [-0.134, 0.164, 0.220], [0.016, -0.023, -0.017], [0.056, -0.016, -0.073], [0.023, -0.010, -0.028], [-0.190, 0.305, -0.031], [-0.014, -0.498, -0.583], [-0.060, 0.180, 0.180], [0.409, -0.106, 0.463], [0.049, -0.019, 0.088], [-0.071, 0.022, -0.253], [-0.215, 0.019, -0.151], [-0.057, -0.087, -0.032], [-0.086, -0.047, 0.060], [0.002, -0.019, 0.126], [-0.049, 0.166, 0.092], [0.015, 0.196, 0.254], [0.005, -0.018, -0.029], [-0.031, -0.034, -0.078], [-0.009, -0.018, -0.035]], "mulliken_charge": [-1.301, -0.672, 0.067, -0.302, -1.517, 0.751, -0.547, 1.242, -1.550, -1.394, -0.619, -0.989, -0.611, 0.283, -0.582, -0.315, -0.272, -0.169, -0.593, 1.088, -0.446, 0.423, -0.678, 0.246, 0.355, 0.362, 0.545, 0.487, 0.433, 0.409, 0.257, 0.448, 0.456, 0.365, 0.327, 0.440, 0.420, 0.221, 0.374, 0.102, 0.138, 0.494, 0.515, 0.255, 0.335, 0.507, 0.132, 0.099, -1.000, -0.310, -0.275, 1.149, -0.987, -0.568, -0.605, 0.309, 0.383, 0.266, 0.302, 0.277, 0.313, 0.380, 0.348, -0.397, -0.823, -0.264, 1.217, -0.946, -0.643, -0.604, 0.303, 0.223, 0.237, 0.379, 0.313, 0.316, 0.376, 0.313]}